Entry from the Open Molecules 2025 dataset: a molecular structure, Br2Ca in a non-equilibrium geometry (ωB97M-V/def2-TZVPD).

Last column: Löwdin charge in e.
Element x y z (Å)
Ca -1.1312 -0.4802 -0.9117  0.85
Br 0.9229 -0.9965 0.7384  -0.43
Br 0.2083 1.4767 0.1732  -0.41

As for the spin multiplicity: 1. As for the HOMO energy: -0.2323 Ha. The net charge is 0. As for the total energy: -5825.65079 hartree. Its HOMO-LUMO gap is 4.28 eV.



Entry from the Open Molecules 2025 dataset: a molecular structure, Br2ClHSi in a non-equilibrium geometry (ωB97M-V/def2-TZVPD).

Last column: Löwdin charge in e.
Element x y z (Å)
Si 0.3572 -0.1135 0.1237  -0.43
Cl 0.3429 -0.2179 2.0835  0.34
Br -0.1251 -1.9482 -0.7596  0.40
Br -1.8115 1.7734 -0.6018  -0.23
H 1.2364 0.5062 -0.8457  -0.08

As for the spin multiplicity: 1. As for the HOMO energy: -0.3483 Ha. The net charge is 0. As for the total energy: -5898.37649 hartree. Its HOMO-LUMO gap is 8.47 eV.



Entry from the Open Molecules 2025 dataset: a single Br2H2Si molecule in a non-equilibrium geometry (ωB97M-V/def2-TZVPD).

Last column: Löwdin charge in e.
Element x y z (Å)
Br 2.0470 -1.7436 0.0003  0.20
Si 0.6292 0.0315 0.0183  -0.22
Br 2.0234 1.7261 -0.0018  0.23
H -0.3683 0.2605 0.9606  -0.12
H 0.0315 0.1760 -1.3068  -0.10

As for the spin multiplicity: 1. As for the SMILES: Br[SiH2]Br. As for the HOMO energy: -0.3882 Ha. The net charge is 0. As for the total energy: -5438.78323 hartree. Its HOMO-LUMO gap is 10.95 eV.